{"formula": "C21H18IN4O2Pd", "method": "ωB97M-V/def2-TZVPD", "de_lowest_kcal_mol": 34.3, "e_tot_ev": -43674.78018, "max_force_ev_per_a": 0.3, "homo_ev": -16.9, "lumo_ev": -12.79, "total_charge": 3, "gap_ha": 0.150, "species": ["I", "Pd", "O", "O", "N", "N", "N", "N", "C", "C", "C", "C", "C", "C", "C", "C", "C", "C", "C", "C", "C", "C", "C", "C", "C", "C", "C", "C", "C", "H", "H", "H", "H", "H", "H", "H", "H", "H", "H", "H", "H", "H", "H", "H", "H", "H", "H"], "positions_angstrom": [[-1.53, 2.75, 2.37], [0.39, 1.72, 0.89], [-2.21, -2.54, -1.53], [-0.26, 2.36, -1.65], [3.59, -0.46, -0.69], [1.97, 0.65, 0.28], [-1.46, 1.10, -4.64], [-0.99, 0.31, 0.56], [-1.47, -0.20, 1.83], [5.06, -0.62, 2.71], [-2.30, -2.00, -2.82], [2.92, 0.54, 2.65], [3.94, -0.39, 0.65], [-1.41, 0.25, -1.92], [-1.81, -0.59, -2.90], [5.04, -0.87, 1.35], [-0.89, 1.60, -2.34], [-1.82, 0.71, 2.82], [-1.56, -0.12, -0.49], [-2.34, 0.30, 4.02], [-1.59, -1.56, 2.06], [-1.33, 2.04, -3.74], [-1.66, 3.42, -3.99], [4.01, 0.08, 3.35], [-2.10, -1.99, 3.28], [2.91, 0.30, 1.27], [-2.48, -1.07, 4.25], [2.43, 0.17, -0.86], [-1.58, -0.14, -4.30], [2.13, 1.08, 3.16], [-2.43, -3.47, -1.55], [-3.34, -1.99, -3.19], [-2.53, 3.70, -3.37], [-2.20, -3.05, 3.48], [-1.44, -0.89, -5.07], [4.15, -0.86, -1.43], [5.85, -1.40, 0.87], [-2.88, -1.41, 5.19], [-2.63, 1.01, 4.78], [-1.88, 3.62, -5.04], [4.07, 0.25, 4.41], [-2.34, -0.85, -0.33], [-1.28, -2.27, 1.31], [1.96, 0.29, -1.82], [5.90, -0.96, 3.30], [-0.85, 4.06, -3.60], [-1.72, -2.59, -3.55]]}

=====

{"formula": "C21H18MnN6O3S2", "method": "ωB97M-V/def2-TZVPD", "de_lowest_kcal_mol": 40.9, "e_tot_ev": -90136.19737, "max_force_ev_per_a": 2.4, "homo_ev": [-10.9, -10.9], "lumo_ev": [-4.66, -3.48], "s_squared": 6.072, "total_charge": 1, "gap_ha": [0.230, 0.273], "multiplicity": 5, "species": ["Mn", "S", "S", "O", "O", "O", "N", "N", "N", "N", "N", "N", "C", "C", "C", "C", "C", "C", "C", "C", "C", "C", "C", "C", "C", "C", "C", "C", "C", "C", "C", "C", "C", "H", "H", "H", "H", "H", "H", "H", "H", "H", "H", "H", "H", "H", "H", "H", "H", "H", "H"], "positions_angstrom": [[0.33, 0.62, -1.15], [2.23, 1.69, 2.94], [1.70, -3.68, -2.03], [4.11, -1.44, 1.05], [2.13, 0.75, -0.76], [-1.32, 0.78, -1.95], [0.44, -1.84, -3.62], [0.73, 1.48, 0.79], [-2.36, -0.07, -0.14], [0.89, -1.36, -1.38], [-0.11, 2.82, 2.50], [-1.08, -0.36, 0.24], [-5.92, 2.54, -2.56], [-2.41, 0.56, -1.30], [3.04, -0.85, 1.72], [1.85, 0.58, 0.58], [0.49, -1.19, 1.91], [-4.70, 2.80, -3.17], [0.90, -2.21, -2.39], [2.97, 0.72, 1.61], [4.78, -0.68, 0.07], [0.80, 2.03, 1.95], [1.54, -1.85, -0.25], [2.02, -3.09, -0.44], [0.66, -1.51, 3.19], [1.97, -1.68, 3.82], [1.65, -0.93, 0.95], [-6.02, 1.54, -1.62], [-3.58, 2.09, -2.77], [3.05, -1.42, 3.10], [-0.87, -0.99, 1.33], [-4.91, 0.78, -1.24], [-3.68, 1.09, -1.82], [5.42, 0.05, 0.58], [5.39, -1.39, -0.48], [-1.72, -1.31, 1.90], [-4.59, 3.61, -3.87], [4.10, -0.21, -0.66], [2.54, -3.70, 0.24], [0.07, 3.32, 3.36], [-6.77, 3.13, -2.85], [-2.63, 2.32, -3.20], [0.38, -2.58, -4.28], [-4.95, -0.02, -0.54], [-0.17, -1.72, 3.82], [3.87, 1.22, 1.28], [4.04, -1.56, 3.52], [-6.98, 1.32, -1.19], [-0.89, 3.13, 1.94], [2.02, -2.03, 4.85], [-0.44, -1.32, -3.59]]}